(1)
Below is a cluster of 5 separate species, C20H55N5O5 in total at a distorted geometry, with properties calculated with ωB97M-V/def2-TZVPD.

Each line ends with the Mulliken charge.
Atoms and positions in Å:
H1 2.681447 4.353522 1.338586  0.254
H2 -4.864504 3.457967 3.121857  0.416
C1 -0.886282 -0.328611 -0.895575  -1.903
H3 -3.204005 -1.754043 -3.950279  0.108
H4 -4.087007 2.371835 1.999983  0.312
H5 -1.332735 -3.981082 -3.032529  0.347
H6 -3.543080 1.995931 5.723168  0.382
H7 0.224842 -2.981746 -6.856248  0.247
H8 -1.310112 2.211200 -1.811851  0.454
O1 -1.375826 -2.456788 -5.716192  -0.276
N1 -4.032802 -3.701844 -3.547656  -0.728
H9 1.301867 -2.868204 -0.087398  0.186
H10 0.493993 -4.140739 1.728247  0.416
H11 3.502859 -4.823633 3.726132  0.263
N2 3.089060 -5.667511 3.342405  -0.716
H12 -2.124865 -2.820680 -1.965509  0.369
H13 5.218091 1.491384 -3.128964  0.326
H14 2.656588 -3.647472 -0.955792  0.323
C2 0.162777 4.418800 -1.345338  -0.865
H15 -3.348116 -2.850239 -6.083126  0.377
C3 -1.799266 -2.994661 -2.993538  -1.391
H16 -0.249301 -5.319511 3.993922  0.376
C4 2.764804 3.417194 0.785664  -0.535
H17 0.543578 0.848465 0.195348  0.089
C5 0.813339 -5.447324 4.186901  -1.411
C6 -2.993739 2.762780 3.871179  0.914
H18 -2.477867 -4.246821 -5.537817  0.439
H19 -2.514560 3.679082 3.488715  0.202
C7 -2.545283 -3.159978 -5.388681  -0.863
H20 0.935645 -6.404706 4.695387  0.333
C8 -0.383210 2.118035 -1.216706  -0.747
C9 -0.843068 -2.775944 -6.985013  -0.763
H21 1.228448 -4.691192 4.858445  0.338
C10 4.319109 3.391063 -2.547859  0.669
O2 3.221156 3.793880 -0.488610  -0.292
H22 -2.803952 3.504449 7.942875  0.294
H23 -1.009323 -2.269243 -3.192346  0.251
H24 1.441164 -6.279860 2.283051  0.324
H25 1.769299 2.972408 0.731821  0.032
C11 1.698544 -5.453567 2.956499  0.304
H26 -4.367593 -3.454781 -2.626667  0.241
C12 -1.976309 3.212756 7.284754  -0.748
H27 -0.155904 -0.819410 -1.534945  0.499
H28 1.680296 -3.327938 2.791938  0.260
N3 5.501768 4.110642 -2.089263  -0.768
O3 2.477440 -4.150981 1.083438  -0.352
H29 4.230247 2.051649 -0.890963  0.529
C13 3.568485 2.776924 -1.394024  -0.501
H30 -0.818187 4.669496 -1.767578  0.365
H31 -1.825932 2.132128 7.389713  0.329
H32 -4.847859 1.706491 3.436042  0.325
H33 -4.198120 3.572242 5.503241  0.386
H34 -1.896401 1.483430 2.741620  0.291
H35 -1.082096 3.715323 7.654180  0.253
C14 1.938283 -3.760835 -0.150978  -0.679
C15 -4.259535 2.548155 3.063312  -1.503
H36 -0.956529 -1.929024 -7.662498  0.240
H37 3.454606 2.774005 1.343491  0.371
H38 -1.287511 2.261085 1.038086  0.535
N4 -1.367496 1.256935 0.875086  -0.730
H39 5.387842 2.747473 -4.328581  0.379
H40 5.348320 4.456226 -1.148589  0.260
C16 -0.449793 0.967184 -0.248131  0.417
H41 -4.811930 -3.645824 -4.193668  0.252
H42 0.405155 1.982100 -1.971421  0.380
C17 4.706538 2.348780 -3.574001  -1.428
C18 -2.945567 -2.823350 -3.980116  0.810
H43 3.631731 -5.889945 2.517681  0.312
H44 3.616112 4.077956 -3.047747  0.149
H45 -1.876905 -0.242375 -1.347518  0.497
H46 -1.033047 -1.054885 -0.086269  0.460
H47 -2.323152 1.158805 0.530422  0.128
H48 0.534813 5.209877 -0.704136  0.252
N5 -2.119705 1.584215 3.737740  -0.799
H49 -1.219620 1.824210 4.148306  0.319
H50 -1.248662 -3.699385 -7.405214  0.343
H51 1.222272 -4.551893 -0.434330  0.356
H52 3.866186 1.967481 -4.163167  0.350
C19 -3.274479 2.995198 5.344422  -0.940
C20 1.516575 -4.181430 2.116384  -0.616
H53 5.690004 4.931666 -2.648380  0.256
O4 -2.150267 3.582867 5.942103  -0.308
H54 0.861303 4.168128 -2.143038  0.288
O5 -0.173181 3.313340 -0.493849  -0.323
H55 2.690087 2.222702 -1.750061  0.005

Atoms 1-3, force components in eV/Å:
H -0.1 -0.1 0.1
H -0.1 -0.1 0.0
C -0.1 -0.7 0.9

SMILES	COC[C@H](C)N.COC[C@H](C)N.COC[C@H](C)N.COC[C@H](C)N.COC[C@H](C)N
multiplicity	1
E	-1444.8700	hartree
relative energy (zero: lowest compared OMol25 entry of this formula, charge and spin)	0.685	eV
orbital gap	9.440	eV



(2)
Below is a structure of composition C20H56AsCl8F6O20P4 at a distorted geometry, with properties calculated with ωB97M-V/def2-TZVPD.

Each line ends with the Mulliken charge.
Atoms and positions in Å:
H1 6.683596 6.153282 -1.492180  0.290
O1 8.018656 -0.783498 0.893360  -0.335
H2 -0.443294 -0.434108 -7.747890  0.284
H3 -5.703614 -4.733408 -3.654520  0.253
O2 2.834386 6.769892 8.545320  -0.281
C1 6.439526 6.120052 -2.553980  -0.421
C2 3.662576 4.966162 5.906050  -0.711
H4 2.756866 5.509262 5.636160  0.320
O3 -6.421704 -6.434148 -4.301690  -0.240
O4 4.912906 4.772042 -4.036440  -0.520
H5 5.295746 4.455512 -2.069900  0.302
Cl1 -0.071984 1.236372 -9.367610  -0.140
O5 6.305106 7.429892 -3.061390  -0.523
Cl2 -3.405254 -1.404178 5.906750  -0.151
H6 5.963896 -0.475018 0.884010  0.280
F1 -2.676784 0.900332 -3.438570  -0.512
O6 0.557036 -8.770748 0.991520  -0.319
H7 -4.846554 -9.035188 -7.709420  0.281
H8 1.853136 8.536202 8.229260  0.327
H9 -2.083224 -7.355048 3.004940  0.330
H10 6.595216 -0.560928 -0.699430  0.333
H11 7.310076 5.702592 -3.059900  0.331
H12 -1.725564 -0.696368 4.479840  0.266
O7 8.901586 0.125892 -1.405760  -0.725
P1 -0.059134 -7.307178 1.151380  1.072
O8 -8.214814 -6.892578 -6.173980  -0.687
Cl3 -2.388044 1.300712 5.697050  -0.161
Cl4 -0.910904 -1.635378 -9.830940  -0.171
C3 -0.892164 -0.189088 -8.710480  -0.219
H13 12.152816 -0.538798 -0.770420  0.273
H14 -9.492804 1.006332 0.957020  0.282
P2 9.187026 -0.005758 0.066720  1.081
H15 -7.982474 2.634372 1.265160  0.320
H16 4.163686 4.757682 4.960790  0.262
C4 -6.524064 -5.025438 -4.310010  -0.662
Cl5 -9.356664 4.072032 -6.286070  -0.156
F2 -0.786984 1.955662 -0.567730  -0.506
F3 -3.212334 1.768942 -1.047300  -0.477
O9 -1.657494 -7.622388 0.976200  -0.237
H17 7.165926 7.846602 -2.978050  0.299
C5 -2.496254 -7.731528 2.069110  -0.729
O10 -8.865044 2.905192 1.001850  -0.533
Cl6 -2.596334 8.621982 -0.212530  -0.140
F4 -1.875614 -0.241348 -1.295140  -0.529
H18 0.855976 -6.728498 -2.176090  0.282
O11 3.836056 8.054992 6.496230  -0.670
H19 12.367706 -1.067438 0.899060  0.214
H20 -2.742374 -8.784618 2.205280  0.259
C6 1.878896 -9.057768 0.419330  -0.640
F5 -1.670954 3.127112 -2.628380  -0.501
O12 9.333946 1.463182 0.777520  -0.267
H21 -6.448484 -4.603168 -5.312050  0.305
As1 -1.762284 1.454052 -1.983910  2.025
H22 2.486216 8.399482 9.847610  0.277
H23 -0.232584 -7.952798 -1.540940  0.340
Cl7 -6.967504 5.441232 -7.502780  -0.147
C7 -5.569634 -8.220778 -7.664840  -0.796
H24 -7.536204 4.992942 -5.201550  0.252
H25 -10.513294 1.295582 3.405570  0.313
H26 -5.511444 -7.523858 -8.500910  0.306
C8 2.015996 7.831602 9.044800  -0.715
H27 2.629376 -9.371898 1.144730  0.272
C9 0.006246 -6.889648 -1.512700  -0.699
F6 -0.245814 1.034702 -2.848780  -0.502
C10 -9.738184 1.934692 2.982690  -0.324
H28 4.043696 4.379382 -3.927440  0.328
H29 5.160836 6.355122 10.208940  0.255
H30 6.470676 -2.055688 0.139560  0.252
C11 -1.978014 7.657242 1.087520  -0.209
P3 -6.909024 -7.358038 -5.529890  1.001
Cl8 -1.836884 8.668412 2.546950  -0.165
H31 -2.654394 6.850992 1.371360  0.264
H32 -9.908484 2.896912 3.465630  0.286
O13 -6.989144 -8.762458 -4.733610  -0.339
H33 -7.461924 -4.881658 -3.773510  0.261
H34 9.028696 0.577412 2.673280  0.343
H35 -5.774944 -10.306778 -4.381790  0.231
H36 -3.457644 -7.230688 1.955150  0.243
H37 10.430656 1.717622 2.425490  0.264
H38 8.800106 2.307272 2.570340  0.242
H39 -8.482624 1.576282 4.348210  0.284
H40 -4.970334 -8.664758 -4.509830  0.369
H41 -0.768714 -6.253208 -1.939880  0.285
H42 2.109776 -8.244868 -0.269150  0.300
O14 -5.605404 -7.438158 -6.525400  -0.246
H43 -7.034244 3.542932 -5.983110  0.287
H44 -10.779784 2.268632 1.165500  0.286
H45 6.821536 6.754972 9.865940  0.242
C12 5.891636 6.424432 9.403200  -0.570
O15 -8.481404 1.453862 3.396050  -0.490
O16 10.472936 -0.879038 0.345150  -0.270
O17 5.334536 7.333012 8.450930  -0.343
H46 1.794126 -9.911808 -0.252630  0.255
C13 11.784176 -0.416458 0.248030  -0.638
P4 4.085596 6.993122 7.470490  1.070
H47 6.024116 5.454192 8.924470  0.275
H48 11.862406 0.636142 0.520110  0.310
H49 4.302106 5.914402 -2.409560  0.296
O18 4.434886 5.497422 6.883960  -0.294
C14 6.710056 -1.003028 0.290250  -0.689
C15 -5.822184 -9.242508 -4.151130  -0.618
C16 5.143626 5.303942 -2.737080  -0.379
H50 0.989946 7.513882 9.230230  0.276
C17 -7.611884 4.452932 -6.145350  -0.235
H51 -0.984164 7.353712 0.758540  0.251
H52 -5.940434 -9.132048 -3.073210  0.230
H53 -1.939974 0.075352 -8.568140  0.247
H54 -6.513014 -8.688288 -7.946900  0.351
H55 3.370236 3.970512 6.239710  0.280
O19 0.279466 -6.598908 2.433190  -0.696
O20 0.322016 -6.481328 -0.188520  -0.319
C18 -2.654334 -0.251808 4.837420  -0.220
H56 -3.258334 -0.039298 3.955320  0.267
C19 -9.787684 1.926962 1.460600  -0.423
C20 9.394816 1.479742 2.183530  -0.667

Atoms 1-3, force components in eV/Å:
H -0.2 -0.1 0.3
O 0.9 0.3 -0.8
H 0.1 -0.2 -0.4

charge	-1
multiplicity	1
E	-10182.7715	hartree
relative energy (zero: lowest compared OMol25 entry of this formula, charge and spin)	2.128	eV
orbital gap	10.182	eV



| no. | E_LUMO (eV) |
| --- | --- |
| 1 | 0.491 |
| 2 | 1.629 |